No. 1
18
Properties=species:S:1:pos:R:3:forces:R:3:nbo_charge:R:1 method="wB97M-V/def2-TZVPD" e_homo_ev="-13.54 / -13.54" total_charge=+1 gap_ev="8.215 / 8.214"
C -2.02577 -2.04876 0.26248 2.86 1.50 -3.69 -0.481
C -1.30808 -1.88967 -0.85009 -0.24 1.42 3.73 0.529
C -0.34791 -1.64672 -1.84127 -1.13 -2.13 1.45 -0.818
C 1.85043 1.32716 -0.19915 -0.19 2.78 1.43 -0.534
C -0.43887 1.22477 1.56047 -1.66 0.60 2.94 -0.510
N 0.68362 0.40421 -0.25368 1.53 0.01 -0.89 -0.117
N -0.27723 0.35806 0.48429 0.26 -0.96 -1.60 -0.091
H -1.93171 -1.43651 1.12987 0.46 0.05 0.42 0.296
H -2.94144 -2.43757 0.06001 -2.77 -1.96 -0.16 0.272
H 0.14473 -2.62698 -1.94402 0.48 0.69 -0.81 0.297
H 0.33658 -0.82236 -1.36600 0.07 0.10 0.73 0.387
H -0.78442 -1.13523 -2.65899 -0.17 0.27 -1.30 0.299
H 2.17567 1.47723 -1.26132 0.10 -0.42 1.27 0.253
H 2.65335 1.04450 0.55927 -0.91 -0.49 -1.40 0.266
H 1.62481 2.41206 0.25094 -0.15 -2.15 -1.17 0.225
H -1.47261 0.91636 2.08524 2.68 0.96 -0.76 0.234
H -0.47684 2.27105 1.25774 -0.36 0.08 -0.30 0.250
H 0.47124 1.20881 2.20435 -0.86 -0.35 0.10 0.243

No. 2
59
Properties=species:S:1:pos:R:3:forces:R:3:nbo_charge:R:1 method="wB97M-V/def2-TZVPD" e_homo_ev=-8.54 total_charge=0 smiles="COCCCN1C(=O)C(=O)/C(=C(/O)c2ccc(OCC(C)C)cc2)[C@@H]1c1cccnc1" gap_ev=8.284
C -7.04841 -3.27906 -0.95167 -0.02 0.03 0.00 -0.249
O -5.69343 -2.98974 -1.18907 0.09 -0.01 -0.14 -0.535
C -5.03524 -2.34262 -0.12482 0.03 0.26 0.04 -0.061
C -5.38611 -0.85463 -0.00282 0.20 -0.31 0.06 -0.436
H -5.22736 -0.37521 -0.97104 -0.06 0.02 -0.06 0.201
H -6.43848 -0.73878 0.26045 -0.03 0.07 -0.03 0.212
C -4.54825 -0.16744 1.07735 -0.39 -0.07 0.07 -0.227
N -3.13173 -0.28849 0.84893 0.13 0.04 -0.13 -0.417
C -2.32092 -1.02806 1.64098 -0.37 -0.29 0.47 0.584
O -2.67457 -1.66615 2.60702 0.21 -0.08 0.03 -0.585
C -0.90903 -0.91132 1.06684 0.79 -0.08 -0.09 0.451
O 0.08077 -1.42146 1.54266 -0.48 -0.01 0.14 -0.509
C -1.03282 -0.06335 -0.10755 0.01 0.32 -0.54 -0.222
C -0.04048 0.39420 -0.91002 -0.31 -0.26 0.29 0.439
C 1.34958 -0.05982 -0.85114 0.29 0.15 -0.18 -0.180
C 1.67454 -1.41611 -0.78470 0.06 0.20 -0.08 -0.106
C 2.98896 -1.81287 -0.76922 0.22 0.06 0.02 -0.261
C 4.03052 -0.87551 -0.79964 -0.46 -0.02 -0.10 0.334
C 3.70691 0.47836 -0.87083 0.46 -0.03 -0.04 -0.272
C 2.38366 0.87193 -0.91012 -0.28 -0.18 0.08 -0.182
H 2.15633 1.93001 -0.93917 0.00 0.08 0.01 0.212
H 4.47060 1.23915 -0.88823 0.08 0.02 0.02 0.213
O 5.27175 -1.40630 -0.79552 -0.25 -0.14 0.05 -0.490
C 6.43568 -0.61304 -0.66290 0.52 0.06 0.32 -0.055
C 6.90356 -0.50371 0.79666 -0.14 0.16 -0.23 -0.239
C 8.30755 0.09428 0.83555 -0.23 -0.22 -0.06 -0.606
H 8.30604 1.09719 0.41308 0.04 0.15 -0.04 0.201
H 8.66003 0.15627 1.86168 0.07 0.04 0.08 0.217
H 9.00607 -0.51687 0.26891 0.14 -0.03 -0.05 0.209
C 5.94245 0.32539 1.64427 0.08 -0.30 -0.07 -0.610
H 4.94104 -0.09825 1.62859 -0.10 0.04 0.06 0.220
H 6.28332 0.34716 2.67661 0.00 0.04 0.12 0.215
H 5.89535 1.35045 1.28107 -0.03 0.15 -0.04 0.197
H 6.93610 -1.52046 1.20170 0.01 0.01 -0.07 0.205
H 6.30642 0.38041 -1.10216 0.00 -0.04 -0.02 0.170
H 7.19835 -1.14403 -1.24236 -0.10 0.13 0.03 0.194
H 3.25105 -2.85762 -0.72553 0.02 -0.13 0.00 0.230
H 0.88948 -2.15339 -0.76235 -0.07 -0.08 0.03 0.229
O -0.34644 1.33462 -1.83405 0.03 -0.07 0.12 -0.652
H 0.44401 1.56457 -2.34224 -0.06 -0.16 0.04 0.497
C -2.46443 0.40359 -0.23166 0.22 0.20 -0.31 -0.071
C -2.58465 1.90212 -0.08431 -0.25 0.25 -0.11 -0.068
C -2.11939 2.53725 1.06431 -0.10 -0.31 -0.25 0.037
N -2.19098 3.84031 1.25580 0.21 0.21 0.49 -0.409
C -2.73404 4.58486 0.30737 -0.16 0.17 -0.31 0.029
C -3.23246 4.06194 -0.87578 0.02 -0.02 0.04 -0.255
C -3.15550 2.69274 -1.07176 0.10 -0.04 0.26 -0.159
H -3.52640 2.24346 -1.98228 -0.03 -0.07 -0.09 0.214
H -3.66883 4.70616 -1.62337 -0.03 0.08 -0.04 0.220
H -2.76817 5.64697 0.51084 -0.05 0.10 -0.07 0.193
H -1.66788 1.96569 1.86596 0.04 -0.12 0.06 0.197
H -2.88657 0.10488 -1.20164 0.00 0.05 0.08 0.208
H -4.73705 -0.63533 2.04761 0.01 0.14 -0.06 0.241
H -4.81646 0.89391 1.13341 0.04 -0.10 0.07 0.209
H -3.96972 -2.45259 -0.34372 -0.06 0.01 0.12 0.186
H -5.24589 -2.85171 0.82634 0.05 0.00 -0.03 0.170
H -7.17503 -3.83864 -0.01712 -0.02 0.00 -0.01 0.166
H -7.38038 -3.89245 -1.78732 -0.09 0.01 0.06 0.194
H -7.66301 -2.37283 -0.90787 -0.02 -0.04 0.00 0.161

No. 3
19
Properties=species:S:1:pos:R:3:forces:R:3:nbo_charge:R:1 method="wB97M-V/def2-TZVPD" e_homo_ev=-9.58 total_charge=0 gap_ev=9.973
H 1.36492 -0.07656 -0.47611 -0.12 -1.58 -0.34 0.460
O 2.00344 0.46957 -1.44619 -0.17 0.61 0.52 -0.986
N 0.63041 -0.78772 0.22230 1.56 0.02 -0.19 -0.779
H 2.78671 0.84049 -1.02965 0.21 0.21 -0.29 0.479
H 1.23192 -1.53994 0.54967 0.04 0.32 0.84 0.396
H 0.00503 -1.29741 -0.40788 -0.49 0.81 -0.08 0.441
C 0.00136 0.13567 1.17748 -2.60 0.41 -0.72 -0.179
H 0.68435 0.70564 1.80027 0.55 -0.68 0.17 0.228
C -0.58891 1.35937 0.30578 1.56 -0.50 1.16 0.801
O -1.29107 2.15079 0.89337 -0.30 -0.22 -0.57 -0.622
O -0.07566 1.44064 -0.87146 -0.80 1.09 -0.71 -0.794
H 1.05608 1.17648 -1.23390 0.07 -0.45 0.14 0.506
C -1.17992 -0.51117 1.95053 0.22 0.08 -1.25 -0.631
H -0.97813 -0.67185 3.00217 -0.23 -0.10 0.06 0.220
H -2.06709 0.08261 1.74410 0.07 0.48 0.81 0.251
H -1.47099 -1.42517 1.41989 0.47 -0.36 0.46 0.202
O -0.60228 -1.06219 -2.42425 0.19 0.47 -0.14 -0.962
H -0.04390 -0.26333 -2.48752 -0.21 -0.47 0.07 0.492
H -1.46627 -0.72592 -2.68861 -0.03 -0.14 0.06 0.479

No. 4
14
Properties=species:S:1:pos:R:3:forces:R:3:nbo_charge:R:1 method="wB97M-V/def2-TZVPD" e_homo_ev=-7.80 total_charge=0 smiles="CN(C)C(Cl)=C(Cl)Cl" gap_ev=8.325
C -0.81697 -0.55245 0.27953 -0.45 -1.62 3.87 0.171
C -0.89450 -0.90273 1.70486 -0.40 1.74 -3.59 -0.290
C -0.05835 0.66307 -1.77209 0.09 0.62 2.31 -0.410
C 1.44036 0.17056 0.32474 0.00 1.02 -0.03 -0.405
N 0.15372 0.13989 -0.34087 -0.15 -0.08 -1.05 -0.416
Cl -1.92966 -1.37073 -0.69349 -0.89 -0.46 -0.79 0.052
Cl -2.35741 -1.55646 2.41962 0.47 -0.31 -0.59 0.014
Cl -0.21645 0.26384 2.76323 0.47 0.43 0.84 -0.001
H 0.20814 1.71743 -1.67288 0.41 -0.10 -0.47 0.210
H 0.36287 0.20020 -2.69201 0.06 -0.25 1.21 0.219
H -1.12169 0.68946 -1.78030 -0.78 -0.03 -0.87 0.222
H 1.51182 -0.74648 0.89694 0.56 -0.32 -0.17 0.220
H 2.12407 0.29167 -0.49601 0.89 -0.30 0.03 0.202
H 1.59404 0.99273 1.05874 -0.28 -0.33 -0.71 0.213

No. 5
15
Properties=species:S:1:pos:R:3:forces:R:3:mulliken_spin:R:1 method="wB97M-V/def2-TZVPD" s_squared=2.017 e_homo_ev="-10.71 / -13.54" total_charge=+1 gap_ev="6.931 / 5.516" multiplicity=3
C -2.28929 -0.39085 0.39064 2.59 -3.76 -1.76 0.130
C 1.36084 0.52347 0.63978 1.23 -4.57 -2.83 0.125
C -1.02495 -0.84893 -0.30557 -5.98 1.93 0.24 0.353
C 0.20338 0.89946 0.07868 -1.29 1.24 -2.92 0.291
N 2.16033 -0.50725 0.33389 0.50 1.97 0.99 0.317
N -0.43314 0.40289 -1.18623 4.23 0.54 1.23 0.061
O -2.45876 0.77044 0.54184 -0.89 4.06 0.45 0.384
O -0.35169 -1.77519 -0.17859 3.45 -4.06 0.03 0.310
H -2.94015 -1.20936 0.70687 -0.02 -0.05 0.15 0.027
H 1.65335 0.99320 1.46682 1.07 2.32 3.10 0.012
H -0.10230 1.71673 0.65637 -1.93 1.28 -0.33 0.019
H 3.07591 -0.47085 0.76494 -0.07 -0.53 -0.03 -0.016
H -1.13574 0.96134 -1.64903 -0.57 0.62 0.57 -0.006
H 0.32346 0.15737 -1.95425 -1.89 0.03 2.09 0.002
H 1.95875 -1.22248 -0.30618 -0.42 -1.01 -0.99 -0.010

No. 6
11
Properties=species:S:1:pos:R:3:forces:R:3:nbo_charge:R:1 method="wB97M-V/def2-TZVPD" e_homo_ev=-8.64 total_charge=0 gap_ev=6.657
C 1.04893 -0.42631 0.13749 0.07 -0.89 0.64 -0.254
C -0.26483 -0.14894 0.70191 2.83 1.45 -1.99 -0.397
C 1.47169 0.58633 -0.69401 1.38 -1.68 -0.48 -0.459
C -0.72282 1.03341 0.31588 -2.12 1.84 -0.97 -0.212
P -3.62098 1.40098 0.93126 3.50 -1.00 0.57 0.396
S 0.29401 1.78004 -0.89335 -0.92 0.76 0.86 0.417
Br -4.02768 -0.24713 -0.43954 -0.30 -0.22 -0.04 -0.174
H 1.58475 -1.39431 0.41462 -0.53 1.67 -0.66 0.230
H -0.88292 -0.76737 1.17582 -1.86 -2.77 2.31 0.219
H 2.42126 0.60433 -1.30235 -1.25 0.06 0.91 0.249
H -3.05323 0.57246 2.05954 -0.80 0.79 -1.14 -0.017

For the records above, the corresponding max |F| values read 0.09532, 0.01547, 0.05299, 0.08204, 0.12224, 0.07901 Eh/bohr.
For the records above, the corresponding relative energy (zero: lowest compared OMol25 entry of this formula, charge and spin) values read 139.4, 74.6, 48.0, 29.0, 44.9, 65.5 kcal/mol.